Entry 1:
109
Properties=species:S:1:pos:R:3:forces:R:3 method="wB97M-V/def2-TZVPD" de_lowest_kj_mol=195.43 e_lumo_ha=0.0107 smiles="COC(=O)OC.COC(=O)OC.COC(=O)OC.COC(=O)OC.COC(=O)OC.COC(=O)OC.COC(=O)OC.ClCCl.ClCCl.ClCCl.ClCCl.ClCCl" gap_ev=10.93
Cl -4.960 -1.815 4.501 0.48 -0.14 0.34
Cl -2.084 3.594 -3.070 -0.39 -0.82 1.00
Cl -1.028 -3.049 -4.021 0.74 -0.84 0.09
Cl 2.612 -1.578 5.378 -0.77 0.23 -0.64
Cl -0.204 -0.656 4.881 0.84 0.00 -0.36
Cl -3.664 1.080 -2.701 0.48 0.64 0.66
Cl 4.790 -5.167 -3.917 0.44 -0.07 -0.42
Cl 2.250 -4.408 -2.750 -0.13 -0.05 0.04
Cl -1.630 -0.917 -5.987 0.03 -0.33 0.86
Cl -4.988 -1.192 1.650 0.17 0.00 -0.42
O 2.177 -4.615 -6.252 1.73 0.98 -0.72
O -0.855 0.694 0.317 -0.92 0.21 -0.14
O 0.292 -0.414 -1.146 -1.99 0.56 0.22
O -2.195 6.044 0.357 2.54 2.37 -1.47
O 3.711 -0.032 -3.500 3.19 -1.44 1.78
O -5.793 4.382 2.415 -0.05 -2.67 0.62
O 4.039 -4.638 -7.559 0.95 0.05 0.24
O -2.655 3.020 3.866 0.24 -0.32 0.20
O -5.716 2.093 1.944 -0.26 0.90 0.50
O 5.011 0.160 -1.638 0.73 0.33 2.11
O -0.701 7.748 0.032 -1.60 -2.15 -0.10
O 2.985 -6.081 1.306 0.45 1.41 0.59
O 1.826 -4.162 1.689 -0.64 -0.23 -0.45
O -6.199 2.774 3.975 -0.19 -0.67 0.37
O -0.212 5.984 1.532 -1.16 1.48 -2.41
O -2.345 2.143 5.944 2.12 0.76 -0.77
O 5.607 -1.317 -3.027 0.34 0.20 1.78
O 3.696 -4.331 2.632 -0.19 0.50 -0.46
O 0.456 -0.980 1.035 0.08 -0.32 0.18
O 3.468 -2.751 -6.708 0.52 -0.86 -0.24
O -0.583 2.701 4.714 -0.65 -0.99 1.70
C -0.016 -0.305 0.159 1.09 -0.73 -0.41
C -5.834 -1.074 3.164 -0.88 0.04 0.90
C -0.922 6.515 0.672 -0.38 -0.15 1.98
C -2.341 2.115 -2.012 0.37 0.08 -1.65
C -5.446 2.211 0.508 0.99 0.62 0.73
C -1.707 -1.494 -4.255 -1.01 1.22 -0.61
C 4.701 -0.381 -2.794 -3.31 1.18 -2.22
C 3.149 -4.071 -6.765 -1.97 0.24 0.68
C -5.877 3.199 2.759 0.08 1.77 -1.98
C 4.137 1.021 -0.896 -1.61 0.52 -0.61
C -6.481 3.744 4.995 0.06 0.89 -0.01
C 5.833 -1.874 -4.277 -0.53 0.25 -2.08
C -3.719 2.025 6.163 -1.19 -0.97 -0.06
C 2.522 -1.902 -6.093 -1.25 -0.17 0.90
C 0.348 8.574 0.507 1.59 -1.24 1.41
C -1.471 0.876 1.622 0.83 0.55 -0.23
C 4.930 -4.850 3.001 1.52 -1.15 1.06
C -1.915 2.637 4.745 -0.63 0.49 0.19
C 2.876 -4.975 1.808 -0.55 -1.16 -0.22
C 0.766 -4.526 0.786 0.44 -0.57 -1.02
C 0.085 3.265 3.617 -0.19 0.65 -1.03
C 4.035 -6.036 -7.724 0.26 -1.14 -1.45
C 3.756 -5.296 -2.511 -0.03 -0.18 0.40
C -2.761 4.913 0.927 -0.85 -0.81 1.99
C 1.330 -1.224 4.130 0.19 -0.70 0.36
C 1.263 -1.317 -1.621 1.98 0.95 0.13
H 4.427 -6.667 -6.926 -0.64 0.57 0.74
H 4.277 -4.860 -1.659 -0.13 -0.18 -0.13
H 1.291 -1.219 -2.706 -0.59 -0.50 0.05
H 3.517 0.560 -0.128 0.21 -1.14 -0.25
H 6.790 -2.388 -4.358 -0.01 0.11 0.77
H -6.656 3.292 5.971 0.28 -0.75 -0.40
H 0.994 -5.349 0.109 0.76 -0.22 0.33
H 4.590 1.808 -0.292 1.09 -0.11 -0.81
H -1.423 1.546 -2.159 -0.25 0.07 0.43
H -0.066 2.671 2.715 0.10 0.07 0.13
H 2.394 -2.158 -5.041 0.07 -0.20 0.09
H 5.616 -4.054 3.291 -0.36 0.34 -0.34
H -3.874 1.598 7.153 0.43 0.13 0.08
H 2.196 -0.818 -1.361 0.43 -0.55 0.19
H -2.432 0.368 1.700 0.13 -0.03 -0.17
H -3.789 5.160 1.191 -0.09 0.22 -0.28
H 3.097 -6.387 -8.154 -0.25 -0.01 0.65
H -7.392 4.312 4.804 0.09 -0.01 -0.53
H -6.333 2.138 -0.120 -0.07 -0.09 0.43
H 2.811 -0.851 -6.091 0.43 -0.31 -0.56
H -2.518 2.383 -0.970 -0.17 -0.01 -0.42
H 3.549 -6.357 -2.370 -0.13 0.30 0.15
H -4.895 3.122 0.274 -0.47 0.37 0.25
H -4.307 2.942 6.118 0.48 0.12 -0.31
H 4.754 -6.266 -8.510 0.14 0.55 -0.21
H 1.292 -2.334 -1.230 -0.63 0.28 -0.09
H -2.833 4.009 0.322 0.61 0.31 -0.56
H 5.052 -2.584 -4.552 -0.02 0.25 -0.04
H -0.128 -4.894 1.289 0.00 0.82 0.35
H 3.423 1.459 -1.594 0.13 0.24 -0.04
H 1.268 7.991 0.476 0.14 -0.14 0.23
H -4.108 1.274 5.475 -0.34 0.24 -0.22
H 5.875 -1.043 -4.981 -0.19 -0.21 -0.41
H -2.762 -1.572 -3.990 0.17 0.23 -0.20
H 1.553 -2.061 -6.566 -0.04 0.28 -0.06
H 4.843 -5.458 3.901 -0.33 -0.11 0.10
H -4.714 1.438 0.274 -0.48 -0.40 0.14
H -1.559 1.961 1.681 -0.52 -0.22 0.12
H 0.631 9.471 -0.043 -1.29 -0.13 -0.54
H 1.772 -0.539 3.407 -0.43 0.22 0.37
H 0.158 8.801 1.556 0.02 0.28 -0.05
H -6.021 -0.040 3.452 0.15 -0.05 -0.42
H -2.343 4.643 1.896 0.51 0.00 -0.12
H -0.777 0.558 2.401 -0.21 -0.21 -0.04
H 0.671 -3.693 0.089 -0.70 0.19 0.66
H -5.645 4.436 5.097 -0.06 0.03 -0.18
H 1.087 -2.156 3.620 0.19 0.13 0.19
H -6.772 -1.628 3.133 0.12 0.20 -0.42
H 1.152 3.306 3.836 -0.23 -0.08 0.27
H -1.238 -0.720 -3.647 0.15 -0.30 -0.10
H -0.296 4.268 3.425 0.13 0.03 -0.07
H 5.451 -5.495 2.292 -0.46 0.19 -0.54

Entry 2:
89
Properties=species:S:1:pos:R:3:forces:R:3 method="wB97M-V/def2-TZVPD" charge=+1 e_lumo_ha="-0.1245 / -0.1245" spin_multiplicity=3 gap_ev="7.19 / 7.84"
Cl -0.978 -0.377 -3.660 2.69 -1.33 1.59
P 1.878 -2.781 0.943 0.09 -1.86 3.55
O 3.511 -3.338 1.015 -1.40 1.64 -0.17
O 4.080 1.068 3.291 2.42 0.46 0.68
O -5.567 -1.744 -2.201 -0.23 2.05 -1.65
O -0.950 -1.753 -0.333 2.79 -0.91 -2.34
N 5.247 1.692 3.630 -4.35 -0.13 -1.37
N 1.499 -2.116 -0.679 0.66 3.72 -6.86
N -5.914 -0.574 -2.816 0.02 -3.01 3.31
N 1.760 -1.295 -3.012 -2.70 -1.59 5.89
N 1.752 -1.453 2.133 1.14 -0.54 -2.50
C 5.709 2.470 2.437 1.68 0.41 -1.25
C -7.935 -1.934 -3.538 0.69 -0.32 0.39
C -1.417 -4.884 -2.438 -0.78 0.52 0.21
C 4.927 3.790 2.236 -0.38 -0.01 0.30
C -7.780 0.440 -4.106 0.01 0.34 -0.05
C -1.331 -3.187 -0.406 -0.88 -1.89 -0.87
C -7.400 -0.580 -2.999 -1.62 0.29 -1.41
C 3.940 -2.195 -1.909 -0.48 -0.46 0.10
C -5.339 0.548 -2.012 1.11 1.74 -0.05
C -2.082 -3.530 -1.820 -0.40 -0.52 0.72
C -5.317 1.851 -2.847 -0.22 0.13 -0.11
C 5.610 1.661 1.115 -0.59 -0.41 0.40
C -7.618 0.934 -0.924 -0.02 0.07 -0.09
C 0.175 -1.644 -1.190 0.18 1.23 -1.99
C 7.226 2.768 2.581 0.22 0.16 0.18
C -8.171 -0.259 -1.696 0.34 -0.01 0.36
C 0.345 -1.111 -2.624 -0.39 -1.37 3.26
C 4.020 -3.776 -2.339 -1.20 1.07 0.19
C 4.175 3.747 4.633 -0.12 0.00 -0.44
C 4.746 4.606 3.511 0.11 0.02 0.03
C 6.342 2.845 5.557 0.23 0.14 -0.15
C 2.352 -1.870 -1.821 1.83 0.78 -0.90
C -3.845 0.314 -1.665 -0.27 -0.69 0.01
C -6.117 0.793 -0.702 -0.28 -0.28 0.04
C 4.279 1.618 5.967 -0.30 -0.32 -0.61
C 5.000 2.467 4.885 0.68 0.39 2.07
H 2.216 -1.073 -3.911 -0.32 -0.25 0.94
H 3.998 -2.896 1.750 -0.33 -0.13 -0.79
H 6.062 2.213 0.286 0.08 0.14 0.33
H 5.428 4.410 1.485 0.12 -0.28 0.01
H -1.222 -5.579 -1.533 -0.13 0.89 -1.77
H -8.147 -1.131 -1.031 0.12 -0.03 -0.18
H -0.459 -4.621 -3.012 -1.19 -0.48 1.06
H 4.481 -1.993 -0.913 -1.19 -0.41 -1.49
H 3.250 1.367 5.691 0.22 -0.01 -0.14
H 4.819 0.687 6.162 -0.03 0.09 -0.08
H 3.931 3.568 1.833 0.10 -0.18 0.05
H 3.225 -4.301 -1.683 1.67 0.45 -0.97
H -2.119 -5.409 -3.195 1.12 0.90 1.41
H 6.984 1.967 5.676 -0.09 0.04 -0.07
H -4.745 2.630 -2.333 -0.01 -0.28 0.07
H -8.672 0.128 -4.656 0.10 -0.13 0.24
H 6.131 0.702 1.196 -0.04 0.10 0.07
H -6.301 2.283 -3.018 0.01 -0.12 -0.06
H -0.411 -3.885 -0.357 -1.17 1.43 0.10
H 4.069 5.443 3.314 0.09 -0.06 0.00
H 4.575 1.468 0.819 0.07 -0.04 0.24
H -1.986 -3.486 0.500 1.05 1.09 -1.48
H 2.209 -1.732 3.020 -0.39 0.23 -0.65
H 6.171 3.259 6.556 -0.20 -0.15 -0.18
H 3.141 3.484 4.380 0.13 -0.18 0.00
H 7.427 3.727 3.060 -0.04 -0.12 0.08
H -7.841 1.868 -1.451 0.04 -0.03 0.00
H -7.836 -2.744 -2.809 0.21 0.16 -0.09
H 3.611 -3.816 -3.413 0.97 -0.24 1.53
H -5.740 1.693 -0.203 0.15 -0.08 -0.23
H 7.736 1.982 3.145 -0.12 0.09 0.02
H -3.414 1.196 -1.182 -0.31 0.04 -0.15
H 2.186 -0.588 1.766 -0.20 -0.35 0.72
H -7.416 -2.230 -4.455 0.00 0.07 0.12
H -3.258 0.113 -2.567 -0.27 0.00 0.15
H 4.460 -1.521 -2.695 -1.21 -1.05 1.20
H 7.724 2.817 1.609 -0.28 -0.01 0.03
H -6.983 0.540 -4.848 -0.01 0.00 0.14
H -2.049 -2.653 -2.552 0.10 -1.23 1.14
H -4.842 1.689 -3.819 -0.07 -0.07 0.07
H -5.944 -0.035 -0.002 0.08 -0.06 -0.21
H -3.698 -0.517 -0.968 -0.13 0.00 -0.23
H -9.227 -0.078 -1.922 0.15 -0.11 -0.23
H 6.905 3.607 5.022 -0.01 -0.09 -0.07
H -9.002 -1.867 -3.769 0.16 0.33 0.06
H -8.013 1.430 -3.710 0.14 -0.02 -0.02
H -3.204 -3.684 -1.562 1.91 0.16 -0.63
H 4.118 4.344 5.550 0.13 -0.28 0.02
H 4.216 2.166 6.912 0.21 0.12 -0.26
H 5.068 -4.212 -2.221 -1.64 0.62 -0.23
H 5.697 5.053 3.817 -0.03 -0.05 0.00
H -8.123 1.007 0.044 0.02 0.01 -0.10

Number 1: energy -196024.6662 eV. Number 2: energy -65243.5100 eV.